Molecular formula: C3H2N2O3
Method: DFT, ωB97M-V with the def2-TZVPD basis set

CARTESIAN COORDINATES (ANGSTROEM)
O  2.10  -1.44  -0.66
N  1.90  -0.29  -0.37
O  2.76  0.51  -0.02
C  0.57  0.10  0.16
N  0.02  1.23  0.10
C  -1.36  0.86  0.18
C  -1.44  -0.46  0.20
O  -0.27  -0.96  0.28
H  -1.99  1.79  0.05
H  -2.29  -1.34  0.08

Calculated values
**Energy relative to the best compared isomer or geometry (same formula, charge and spin)**: 6.217 eV
**Lowest unoccupied orbital energy**: -0.928 eV
**Energy**: -450.57479 Eh
**SMILES string**: O=[N+]([O-])c1ncco1